{
  "formula": "C20H23F13NO9",
  "method": "ωB97M-V with the def2-TZVPD basis set",
  "gap_ev": 2.313,
  "e_tot_ev": -76349.6916,
  "lumo_energy_ha": 0.0200,
  "e_homo_ev": -1.769,
  "charge": -1,
  "symbols": ["C", "N", "H", "F", "C", "H", "C", "H", "C", "F", "H", "H", "C", "C", "H", "H", "O", "H", "H", "C", "O", "C", "F", "H", "H", "F", "F", "O", "F", "C", "C", "O", "H", "C", "C", "F", "H", "O", "O", "O", "F", "H", "H", "C", "C", "H", "C", "H", "O", "H", "O", "C", "H", "C", "H", "C", "F", "H", "H", "F", "F", "F", "C", "H", "F", "C"],
  "positions_angstrom": [[5.42434, 0.41066, 1.36788], [9.93657, -0.04238, 2.91908], [9.16882, -1.85358, 1.99825], [7.27494, 1.40799, 2.95923], [0.36699, -6.33762, -1.76108], [-0.85727, 2.12106, 1.38714], [8.71482, -0.82942, 2.40022], [-0.21795, -6.86749, -1.00488], [-8.33301, 0.80578, -1.08183], [5.55071, -0.88565, 2.13583], [-0.62677, 2.47709, -0.34220], [7.55103, -0.84772, 0.31654], [2.50464, -1.42266, 1.21782], [-8.90966, 2.14742, -1.41997], [-8.91795, 0.27591, -0.32563], [8.89935, 0.48239, 0.54532], [-4.61452, 3.67416, -0.16874], [-7.33578, 3.26690, -0.43672], [-3.20405, 3.30845, -1.64491], [0.27205, -3.87888, -1.19592], [0.31014, -7.01429, -3.00534], [2.18336, 0.06866, 0.64543], [0.67824, 0.21252, 0.73263], [-10.00638, 2.12442, -1.43901], [9.87162, 0.05393, 3.97118], [3.55367, -2.12774, 0.38860], [2.83843, 2.48522, 0.42525], [-5.56852, 3.46062, 1.90211], [1.80573, 1.77697, 2.45526], [4.24579, 1.25900, 2.10943], [-8.31714, 1.09448, -3.29324], [-3.39860, 2.83317, 1.53217], [1.41390, -6.29581, -1.43958], [2.80221, 1.33774, 1.40780], [8.00730, -0.09642, 1.08820], [4.24082, 0.82154, 3.55665], [-8.85016, 3.16799, 0.48790], [0.55285, -6.27054, -5.15757], [-8.38986, 0.12911, -2.32609], [-8.45686, 2.34145, -2.75020], [2.43965, 0.01511, -0.84365], [-8.71281, 4.23896, -0.92798], [-0.15016, -3.97540, -0.19135], [0.38286, -6.04892, -3.97249], [-3.26459, 3.61231, -0.59669], [1.36422, -3.87650, -1.11596], [-8.42795, 3.26451, -0.51667], [-0.93623, 3.78202, 0.82375], [-8.14715, 0.87285, -4.47832], [7.95877, -1.11332, 3.24689], [0.24314, -4.80195, -3.42944], [6.93753, 1.10766, 1.54088], [-0.01281, -2.90444, -1.60722], [-4.61452, 3.33292, 1.15646], [-2.82267, 4.60917, -0.48674], [-2.68000, 2.59221, 0.33311], [2.73577, -1.52555, 2.67459], [-7.28610, 0.84759, -0.76033], [-2.90561, 1.56936, 0.00669], [4.75110, 2.68453, 2.18062], [1.25145, -2.23230, 0.96285], [7.17757, 2.22266, 0.59675], [-1.18956, 2.75109, 0.55498], [-1.30638, -5.01898, -2.11825], [5.26031, 0.21594, -0.09029], [-0.20966, -4.99597, -2.09921]],
  "atomic_forces_ev_per_a": [[2.1, -0.6, 0.7], [-2.1, -0.9, 0.0], [-1.4, 1.6, 0.3], [-2.1, 0.1, -4.4], [-0.1, -0.4, 0.7], [-0.1, 0.0, -0.3], [2.0, -0.2, 0.7], [0.1, -0.1, -0.2], [-0.1, -0.4, 0.7], [-1.0, 3.7, -3.0], [-0.1, 0.0, 0.1], [0.5, 1.5, 1.5], [-0.9, -4.1, 0.0], [0.0, 1.0, 1.2], [0.1, -0.1, -0.2], [-2.0, -1.2, 1.3], [-0.5, -0.2, 1.0], [-0.2, -0.1, 0.0], [-0.2, 0.1, 0.2], [0.1, 0.2, -0.2], [0.0, 0.4, -0.9], [-2.9, -0.5, -2.7], [4.7, -0.3, -0.2], [0.1, -0.1, 0.0], [-0.4, -0.2, -1.4], [-3.6, 2.8, 3.5], [-0.1, -3.9, 2.9], [1.9, -0.3, -1.6], [3.1, -1.6, -3.2], [2.1, 1.9, 2.5], [0.4, -0.4, -2.3], [-1.3, 0.5, 0.0], [-0.1, 0.2, 0.0], [-1.8, 3.8, 0.4], [0.9, 0.9, 0.3], [-0.6, 1.3, -5.0], [0.0, 0.0, -0.1], [-0.4, 0.4, 2.6], [0.0, 0.4, -0.9], [0.2, -1.0, -0.8], [-0.5, 0.4, 5.2], [-0.1, -0.2, 0.1], [0.0, 0.0, -0.2], [0.4, -0.4, -2.4], [0.3, 0.1, -0.9], [-0.2, -0.1, 0.0], [0.2, 0.3, -0.2], [-0.1, -0.1, -0.1], [-0.4, 0.4, 2.5], [0.9, 0.6, -1.7], [0.1, -1.0, -0.7], [3.0, -2.1, -0.2], [-0.1, -0.2, 0.1], [-1.5, 0.2, 1.5], [0.1, -0.2, 0.1], [1.5, -0.2, -0.3], [-0.5, 0.6, -5.5], [-0.1, 0.2, 0.0], [-0.1, 0.1, -0.1], [-1.9, -4.4, -0.4], [4.2, 2.6, 1.0], [-1.5, -2.2, 3.0], [0.1, 0.0, 0.4], [0.1, -0.1, 0.0], [-0.4, 0.3, 4.5], [0.0, 0.9, 1.1]],
  "nbo_charge": [0.588, -1.128, 0.137, -0.329, -0.095, 0.241, -0.239, 0.202, -0.094, -0.327, 0.227, 0.200, 0.935, 0.060, 0.203, 0.254, -0.494, 0.232, 0.208, -0.626, -0.488, 0.575, -0.319, 0.178, 0.283, -0.299, -0.306, -0.585, -0.314, 0.596, 0.963, -0.482, 0.187, 0.593, -0.503, -0.300, 0.225, -0.575, -0.488, -0.487, -0.295, 0.227, 0.223, 0.964, -0.095, 0.224, -0.629, 0.217, -0.577, 0.157, -0.485, 0.664, 0.231, 0.966, 0.186, 0.059, -0.290, 0.185, 0.182, -0.312, -0.335, -0.357, -0.629, 0.179, -0.327, 0.058]
}